53
Properties=species:S:1:pos:R:3:forces:R:3 method="wB97M-V/def2-TZVPD" gap_ha=0.2265 largest_force_ev_per_a=2.7 total_charge=-1
C -3.87438 -2.53745 -1.13459 1.004 0.516 -0.764
C -2.32236 -3.14293 -1.27821 -1.930 1.426 -0.994
O -1.95502 -3.75855 0.00618 -1.865 1.212 0.089
C -1.38858 -1.87722 -1.73828 -1.337 -0.889 -0.108
Al 0.56803 -1.96562 -1.13090 -0.104 0.668 0.828
C 0.70133 -2.18870 0.92393 -0.596 -0.467 1.449
C -0.31183 -1.12079 1.65458 -0.432 -0.576 0.039
N -0.05864 0.33142 1.31413 -0.044 -0.159 -0.235
H -4.66205 -3.36189 -0.86119 1.348 1.636 -0.499
H -4.08372 -2.01902 -2.18925 0.104 -1.283 2.317
H -3.84317 -1.63871 -0.35719 -0.177 -2.008 -1.397
H -2.41016 -3.97254 -2.13145 0.591 1.549 1.989
H -2.60131 -3.36572 0.68947 1.679 -0.860 -1.633
H -1.87400 -0.89785 -1.28225 0.862 -1.786 -1.112
H -1.39482 -1.85805 -2.91659 -0.221 0.229 2.168
H 1.22336 -0.52353 -1.44103 -0.660 -0.003 0.810
H 1.45242 -3.01038 -1.94643 0.150 -0.576 -0.178
H 0.33356 -3.28307 1.20427 0.683 2.205 -0.324
H 1.78949 -2.08738 1.34232 -1.854 0.001 -0.593
H -0.27670 -1.20864 2.84432 -0.177 0.016 -2.200
H -1.41122 -1.36566 1.29160 2.042 0.174 0.880
H -0.94342 0.85093 1.12180 1.164 -0.859 -0.056
H 0.61114 0.45515 0.52265 -0.997 -0.457 0.716
C 5.14297 -0.13993 -4.74056 0.043 -0.134 -0.204
C 4.91805 1.36861 -4.83176 0.224 0.193 -0.189
C 3.60346 1.68026 -4.11847 0.090 0.665 -0.470
S 3.39522 0.41176 -2.87782 -1.089 -0.645 0.757
O 2.23750 -0.38565 -3.22418 1.513 0.923 -0.828
O 3.56864 0.99720 -1.56343 -0.040 -0.152 -0.629
C 4.86158 -0.51208 -3.29243 0.520 -0.323 -0.158
H 6.15868 -0.41776 -5.03682 -0.120 0.013 0.013
H 4.44185 -0.65909 -5.40490 0.087 0.021 0.122
H 5.74226 1.89114 -4.33119 -0.093 -0.080 -0.051
H 4.89464 1.71220 -5.87066 0.020 -0.012 0.136
H 3.63054 2.66013 -3.63510 -0.160 -0.219 0.028
H 2.75347 1.62641 -4.80423 0.059 -0.082 0.229
H 4.68369 -1.57933 -3.14990 -0.173 0.184 0.142
H 5.66770 -0.17307 -2.63494 -0.135 -0.028 -0.028
C -1.89746 2.08664 5.39370 0.051 0.115 0.168
C -3.42278 2.11715 5.30963 -0.161 -0.192 0.297
C -3.79788 2.94065 4.07869 -0.684 0.136 0.364
S -2.43999 2.76973 2.93040 0.498 -0.472 -0.450
O -1.80801 4.06224 2.76871 -0.350 -0.246 -0.164
O -2.86859 1.96925 1.80080 0.053 0.681 0.224
C -1.41317 1.76747 3.98716 0.338 -0.228 0.419
H -1.54535 1.34604 6.11769 -0.022 0.103 -0.115
H -1.52463 3.06965 5.70536 -0.005 -0.113 -0.025
H -3.80246 1.09417 5.19880 0.076 0.140 -0.001
H -3.86974 2.53652 6.21641 0.010 -0.061 -0.134
H -4.71577 2.57292 3.61312 0.217 0.165 -0.097
H -3.90324 4.00114 4.32353 0.091 -0.126 -0.150
H -0.36173 2.01312 3.82873 -0.207 -0.096 -0.280
H -1.59740 0.71871 3.73574 0.113 0.165 -0.120

---

52
Properties=species:S:1:pos:R:3:forces:R:3 method="wB97M-V/def2-TZVPD" gap_ha=0.2392 relative_energy_kj_mol=165.2 largest_force_ev_per_a=2.4 total_charge=-1
C 1.75465 1.72823 2.48487 -0.605 -0.780 0.078
C 2.44601 0.40717 2.03069 0.428 -0.097 1.150
C 1.47744 -0.75195 1.63278 0.944 0.122 -0.008
Br 2.64832 -2.39668 1.79248 -0.265 0.252 0.261
Ta 0.43230 -0.61785 -0.41539 -1.252 1.842 0.921
C -0.97190 1.15440 0.20334 -0.096 -0.420 -0.873
C -2.49791 0.74967 0.16787 0.288 1.535 0.221
C -3.16769 0.45170 1.55045 -0.262 -2.188 -0.397
C -2.19043 0.20610 2.72951 -0.500 1.093 0.272
C -4.01273 -0.88405 1.40889 -0.002 0.318 0.202
C 1.95765 0.82098 -1.33439 -0.328 0.099 -0.228
C 1.48427 1.88953 -2.38812 0.246 1.056 -0.110
C 1.27540 3.33477 -1.75535 -0.313 -1.411 -0.203
C 0.26713 1.54968 -3.28197 0.596 -0.287 -0.600
O -1.13818 -1.89830 0.37985 1.524 1.043 -0.503
N -0.65504 -2.81800 1.23143 -1.265 -0.689 -0.298
O -1.38719 -3.76299 1.27711 0.550 0.052 0.413
B 1.72544 -2.50653 -1.06606 0.779 -1.235 -0.142
O 3.06208 -2.44376 -1.54581 -1.062 -0.835 0.451
O 1.17512 -3.84271 -1.03890 0.380 1.237 -1.062
C 0.22595 -3.92191 -2.10580 -0.553 -0.035 -0.258
H 2.26938 2.15694 3.36358 0.010 0.050 -0.658
H 1.59779 2.46687 1.68481 0.182 -0.194 0.292
H 0.75173 1.44065 2.86416 0.387 0.291 -0.216
H 3.27813 0.56272 1.31895 -0.634 -0.010 0.023
H 2.96985 0.04041 2.94331 -0.223 0.154 -0.459
H 0.75376 -0.85838 2.46518 0.273 -0.139 -0.491
H -0.41095 -0.84127 -2.03725 0.284 -0.532 0.043
H -0.85038 1.89832 -0.61808 0.162 -0.294 0.476
H -0.66042 1.67798 1.12203 -0.313 -0.143 -0.274
H -3.03321 1.63491 -0.24877 0.099 -0.494 0.151
H -2.66942 -0.04550 -0.58030 0.108 0.106 0.633
H -3.90208 1.23082 1.82793 0.652 -0.022 -0.168
H -1.52461 -0.65475 2.58935 -0.180 0.365 -0.197
H -1.61525 1.13367 2.91844 0.005 -0.580 0.003
H -2.78128 0.02627 3.64892 0.197 -0.020 -0.370
H -3.46488 -1.71831 1.88421 -0.383 0.310 -0.219
H -5.00719 -0.76980 1.88164 0.436 -0.195 -0.068
H -4.17161 -1.17635 0.35931 0.023 0.214 0.339
H 2.70903 0.18372 -1.85616 -0.460 0.116 0.301
H 2.55317 1.39951 -0.59268 -0.344 -0.468 -0.164
H 2.33772 2.02970 -3.08855 -0.438 -0.236 0.249
H 1.88025 4.06855 -2.30766 -0.226 -0.084 0.386
H 0.20409 3.57291 -1.85813 0.429 0.274 0.240
H 1.54019 3.28216 -0.68690 -0.076 0.428 -0.406
H -0.68847 1.40611 -2.75796 0.440 -0.024 0.024
H 0.11306 2.34824 -4.03475 0.136 -0.179 0.368
H 0.50800 0.63295 -3.85502 -0.385 0.294 0.314
H 3.53434 -1.75798 -1.07998 0.148 0.525 -0.059
H -0.80740 -3.76097 -1.74344 0.366 -0.086 -0.001
H 0.40426 -3.14924 -2.88158 -0.062 -0.416 0.264
H 0.27172 -4.90837 -2.60204 0.157 0.316 0.355

---

51
Properties=species:S:1:pos:R:3:forces:R:3 method="wB97M-V/def2-TZVPD" spin_multiplicity=3 s2=2.01 gap_ha="0.2373 / 0.2479" relative_energy_kj_mol=0.0 largest_force_ev_per_a=4.6 total_charge=+2
W 0.00119 0.73442 -2.88960 0.829 -1.869 0.541
C 0.63409 0.51392 -4.83692 -0.139 0.020 0.514
H 1.72556 0.37924 -4.78200 -0.128 -0.046 -0.340
H 0.12396 -0.46325 -4.99575 0.464 0.019 -0.645
H 0.34546 1.24116 -5.60548 -0.045 -0.371 -0.029
H -1.52488 0.09677 -3.73769 -0.567 -0.495 0.949
H -1.71377 0.11875 -2.87512 -0.076 -0.959 -1.508
C -1.70995 2.35555 -2.38003 -1.561 1.469 0.062
C -0.94314 2.02758 -1.12419 -0.548 -0.253 2.005
C 0.47907 2.53678 -1.36399 1.293 0.790 1.482
C -1.63708 2.50667 0.16638 0.177 1.680 -0.234
O -1.02536 0.60966 -0.90976 -0.126 -0.712 -1.128
Si 0.06963 -0.43291 -0.15165 -0.676 -0.829 4.447
S 1.15902 -0.95505 -1.82138 1.325 -0.016 -1.787
O 0.91163 0.47744 0.88301 -0.252 -0.387 -1.157
C 1.53498 0.80852 2.19091 0.144 -0.081 0.357
C 2.98283 0.32928 2.20499 -0.025 -0.125 -0.145
C 1.50093 2.32556 2.28368 -0.113 0.063 0.032
C 0.71817 0.16893 3.30680 -0.119 -0.067 0.088
O -0.82611 -1.58870 0.53965 0.685 0.887 -1.127
C -0.77544 -3.03048 0.82916 -0.324 -0.706 0.353
C 0.54278 -3.63410 0.39484 0.372 0.228 -0.053
C -0.98385 -3.15133 2.33048 -0.051 0.147 0.451
C -1.91706 -3.72303 0.10257 -0.350 0.015 -0.150
H -1.67141 3.45530 -2.47959 0.033 -0.501 -0.366
H -2.76429 2.07768 -2.24995 0.274 -0.206 -0.414
H -1.35365 1.90705 -3.36422 -1.037 1.731 -0.278
H 0.41569 3.63380 -1.43339 0.009 -0.314 -0.415
H 1.16548 2.33996 -0.52608 -0.226 -0.328 -0.409
H 1.01604 2.26837 -2.34221 0.382 0.764 0.444
H -2.66649 2.14132 0.19101 0.167 -0.020 -0.243
H -1.12421 2.12819 1.05720 0.082 0.058 -0.467
H -1.64866 3.60410 0.18858 -0.089 -0.170 0.210
H 3.54404 0.72646 1.35058 -0.108 0.071 0.206
H 3.44821 0.69097 3.13684 -0.094 -0.237 -0.389
H 3.06122 -0.76442 2.16294 -0.108 0.211 0.139
H 0.47359 2.69957 2.23016 0.169 0.012 0.048
H 1.91700 2.64851 3.24658 -0.051 -0.074 -0.297
H 2.10001 2.76906 1.48048 -0.047 0.033 0.153
H -0.34890 0.40807 3.19385 0.236 -0.122 0.011
H 0.85091 -0.92280 3.31906 -0.084 0.409 -0.007
H 1.03536 0.56539 4.28607 -0.008 -0.175 -0.423
H 1.39109 -3.13581 0.86635 0.045 -0.026 0.302
H 0.57451 -4.69982 0.65869 0.012 0.339 -0.149
H 0.70038 -3.51882 -0.67885 -0.187 -0.288 -0.118
H -1.90765 -2.64156 2.62127 0.114 -0.021 -0.069
H -1.08068 -4.19257 2.66760 0.140 0.224 -0.323
H -0.15730 -2.69346 2.88405 -0.124 -0.140 -0.123
H -2.88202 -3.26983 0.34552 0.133 0.025 0.027
H -1.79000 -3.69950 -0.98398 0.060 0.019 0.074
H -1.97093 -4.77663 0.41249 0.117 0.321 -0.104

---

57
Properties=species:S:1:pos:R:3:forces:R:3 method="wB97M-V/def2-TZVPD" spin_multiplicity=7 s2=12.01 gap_ha="0.2630 / 0.1427" relative_energy_kj_mol=0.0 largest_force_ev_per_a=6.3 total_charge=+2
Ag 12.10655 29.15046 27.02223 -1.285 0.626 -0.164
Mn 15.26066 30.17534 29.72577 -0.009 0.545 0.943
C 12.95264 30.73315 29.12884 1.205 -0.159 -1.704
O 12.09444 31.02042 28.31246 -5.117 1.724 -2.686
O 13.34968 29.57289 29.01248 0.960 -6.134 -0.196
O 13.68072 31.52955 29.63797 2.712 4.398 3.584
C 8.32197 30.76448 24.81809 -2.440 0.455 0.376
C 9.69681 30.34280 25.02981 3.136 0.730 -1.638
C 10.75589 31.50378 25.04474 -2.253 -1.061 0.972
O 12.03956 30.96700 25.29802 -0.179 -0.633 0.852
C 12.88976 32.05588 25.57409 0.281 1.077 -1.083
N 9.77248 29.60657 26.30325 0.935 -1.091 -0.258
H 7.68772 29.97239 25.21613 -0.240 -0.047 0.235
H 7.87203 30.85812 23.82972 0.849 0.498 -0.266
H 8.12832 31.62898 25.45309 -0.357 0.222 -0.195
H 10.04357 29.75916 24.17704 -0.128 -0.983 0.380
H 10.32564 32.05114 25.88342 0.846 0.711 0.440
H 10.76002 32.18356 24.19270 -0.068 -0.379 -0.339
H 12.40694 32.76427 26.24726 0.176 -0.063 0.208
H 12.98744 32.52965 24.59731 0.466 0.591 0.113
H 13.89293 31.80477 25.91861 -0.228 -0.525 0.085
H 9.38074 30.11607 27.08239 -0.059 1.056 0.057
H 9.04486 28.92030 26.16292 0.283 -0.992 0.231
C 15.52903 26.06561 30.78801 0.892 -0.060 -0.266
C 15.12559 27.52750 30.65156 -1.834 -0.891 0.571
C 15.06144 28.26884 31.99519 0.745 -0.043 0.381
O 14.81445 29.62876 31.75674 -0.233 1.613 -2.331
C 14.63969 30.53269 32.81817 -0.119 0.007 2.507
N 15.97969 28.22778 29.65754 0.416 -0.666 0.357
H 15.26269 25.52985 29.87689 -0.289 -0.113 0.138
H 15.15414 25.53993 31.66620 -0.264 0.220 -0.120
H 16.61544 25.98367 30.82115 0.245 0.006 0.304
H 14.12491 27.47398 30.22276 -0.184 0.529 0.166
H 16.02684 28.25750 32.50112 0.132 -0.648 0.262
H 14.26468 27.93449 32.65964 0.131 -0.629 -0.134
H 13.98010 30.11715 33.57999 -0.592 -0.207 -0.317
H 14.24299 31.51080 32.54610 0.108 -0.337 -0.677
H 15.53059 30.66612 33.43185 0.609 0.118 -0.550
H 16.85863 27.76149 29.83114 1.021 0.726 -0.117
H 15.75732 27.88510 28.73384 -0.329 -0.279 -0.351
C 9.36207 33.36520 30.02153 -0.963 0.845 0.408
C 8.98103 33.32612 28.54717 0.979 1.772 0.488
C 9.97253 34.13200 27.67087 0.147 0.112 1.128
O 10.37130 35.40198 28.22137 -2.462 -1.950 0.468
C 11.46793 35.94210 27.58091 -0.204 0.785 -0.651
N 8.99852 31.91533 28.25542 -0.230 -0.428 -1.392
H 10.41583 33.17145 30.22191 0.235 0.614 -0.259
H 8.88065 32.51799 30.50998 -0.377 0.202 0.313
H 8.94726 34.27371 30.45813 0.681 0.057 0.426
H 8.00488 33.76476 28.34019 -0.252 -0.254 0.421
H 9.49906 34.25635 26.69698 0.401 0.057 -0.371
H 10.88762 33.53999 27.65545 0.247 -0.363 -0.552
H 12.32000 35.80617 28.24694 0.453 0.291 -0.496
H 11.19064 36.97593 27.37493 0.660 0.326 0.394
H 11.57315 35.53442 26.57551 0.543 -0.394 -0.012
H 9.97929 31.67656 28.28979 0.265 -0.435 0.280
H 8.56571 31.59374 29.10944 -0.064 -1.149 -0.367